Record 1
Below is the molecule C23H31N3O4, with properties calculated with the ωB97M-V functional and the def2-TZVPD basis.

Each line ends with the Mulliken charge.
Positions of all 61 atoms, in Å:
O1 -3.340552 0.764740 -0.200385  -0.56
O2 -0.808023 -1.598277 -1.308248  -0.29
O3 -3.053044 -0.863529 1.998238  -0.76
O4 -1.140565 3.380907 0.701207  -0.70
N1 4.087050 -1.688789 -1.061754  0.29
N2 -2.441469 2.027158 1.995528  -0.12
N3 1.634996 -3.110339 -0.579490  -0.02
C1 0.621824 1.841590 -2.489221  -0.86
C2 2.454632 0.435873 -3.127212  -0.44
C3 -0.376473 1.620456 3.227922  -1.58
C4 -1.481954 -2.222109 0.865498  -0.53
C5 1.299701 1.121905 -3.458187  -0.61
C6 -0.744008 -2.421640 -0.248256  0.60
C7 3.595271 -1.958992 0.268921  -1.37
C8 2.068472 -2.090702 0.359314  0.06
C9 -2.633148 1.441781 4.317114  -1.68
C10 1.988057 -2.727491 -1.934278  0.01
C11 4.208018 -0.302478 -1.476644  -1.79
C12 3.518109 -2.614625 -2.013223  -1.27
C13 2.941341 0.448304 -1.824885  1.23
C14 1.097170 1.868590 -1.188408  -0.27
C15 -2.438551 -0.261692 -0.212285  0.34
C16 -2.839089 2.076818 -0.375338  -0.46
C17 2.249316 1.173856 -0.861896  -0.57
C18 -2.034612 2.566863 0.845618  0.60
C19 -1.741433 3.691522 3.644431  -1.81
C20 -1.792196 2.203228 3.295213  1.57
C21 -1.640687 -0.545798 -1.263527  -0.50
C22 -2.400602 -1.111617 0.993881  0.63
C23 0.265483 -3.538510 -0.391291  -1.34
H1 4.866274 -0.300954 -2.352918  0.45
H2 2.626442 1.210616 0.151250  0.41
H3 0.202396 2.145952 2.472740  0.39
H4 -0.419133 0.563711 2.969640  0.26
H5 -3.627863 1.875972 4.386830  0.41
H6 0.577683 2.446481 -0.438829  0.50
H7 -1.591785 0.045165 -2.166820  0.65
H8 3.820579 -2.327087 -3.020845  0.42
H9 -1.170022 4.230567 2.894595  0.39
H10 1.520839 -1.776295 -2.231098  -0.06
H11 1.789840 -2.402888 1.368707  0.61
H12 3.937795 -3.602597 -1.791075  0.39
H13 -3.115121 1.267790 1.945523  0.42
H14 -0.263753 2.403155 -2.751505  0.61
H15 2.990964 -0.108236 -3.892442  0.36
H16 -3.719900 2.712847 -0.496431  0.33
H17 -0.009629 -4.165507 -1.244060  0.41
H18 0.222310 -4.148210 0.516014  0.42
H19 -2.165602 1.488167 5.296870  0.45
H20 -1.386927 -2.888107 1.707944  0.41
H21 1.651464 -3.510087 -2.618522  0.54
H22 -2.210210 2.169342 -1.265935  0.11
H23 3.941317 -1.178517 0.948233  0.41
H24 0.121783 1.726630 4.187578  0.47
H25 -2.747299 4.103726 3.678479  0.39
H26 4.725886 0.222523 -0.668661  0.50
H27 -1.272591 3.829366 4.614921  0.44
H28 -2.730215 0.399394 4.022566  0.35
H29 0.937476 1.105378 -4.476444  0.42
H30 1.596613 -1.115569 0.151902  -0.08
H31 4.032829 -2.913949 0.582962  0.41

Atoms 1-2, force components in eV/Å:
-0.106 -0.288 -0.211
0.208 -0.198 -0.055

Summary:
Total charge = 0

=====

Record 2
Below is a cluster of 14 separate species, C30H77ClF9N3O18PS3 in total at a distorted geometry, with properties calculated with the ωB97M-V functional and the def2-TZVPD basis.

Each line ends with the Mulliken charge.
Positions of all 142 atoms, in Å:
Cl1 3.255081 -1.033607 -4.619276  -0.16
S1 -4.448212 6.194471 2.012208  -0.37
S2 2.347852 -0.132473 -2.942898  1.11
S3 4.048904 2.861631 2.737524  1.23
P1 -3.405125 5.031007 3.197578  0.23
F1 2.432445 2.457652 2.788596  -0.27
F2 4.086548 2.677843 4.397715  -0.29
F3 3.787533 4.482917 2.980282  -0.32
F4 3.501397 3.995925 -1.225790  -0.28
F5 4.469738 1.227142 2.612705  -0.38
F6 4.264387 5.457915 0.322006  -0.31
F7 5.499222 2.975696 0.498718  -0.37
F8 3.601846 1.743864 0.363747  -0.18
F9 5.709089 3.186839 2.808500  -0.32
O1 -7.186246 3.115769 3.052765  -0.44
O2 4.449074 -4.247672 -4.792677  -0.31
O3 -6.391044 2.568795 6.552714  -0.40
O4 -0.743107 5.563739 1.638758  -0.31
O5 7.948331 2.097775 -0.519927  -0.54
O6 3.423028 -0.081857 -1.883081  -0.53
O7 -6.429316 0.410185 10.352681  -0.48
O8 1.934010 1.246204 -3.420351  -0.58
O9 -2.545242 -0.597250 -3.624079  -0.44
O10 4.154252 -7.348845 -2.946414  -0.50
O11 -6.596209 -2.435037 3.770427  -0.51
O12 5.328883 -0.140732 -9.801782  -0.40
O13 -0.822829 6.280228 -0.349968  -0.25
O14 3.204376 -1.253214 3.690992  -0.45
O15 2.985628 -4.837398 -7.526749  -0.47
O16 -3.656820 -0.828390 4.053662  -0.44
O17 6.235185 -1.725259 -7.214029  -0.49
O18 -0.724279 -4.474353 -0.369878  -0.46
N1 -1.398174 6.335605 0.692812  0.24
N2 -2.323300 1.407076 1.003906  0.27
N3 -3.539260 -0.053879 -0.564112  -0.44
C1 -1.662039 -4.450526 0.697083  -0.58
C2 -0.377206 0.759392 -0.712658  -0.44
C3 4.111255 2.982254 0.880888  0.73
C4 -6.257612 2.715884 7.963077  -0.64
C5 -2.822886 0.003678 0.765349  -0.78
C6 -1.184476 4.210660 1.403510  -0.12
C7 4.297199 -2.081252 4.062311  -0.58
C8 -2.497334 3.769212 2.101270  -0.28
C9 -7.209953 -0.760372 10.551944  -0.51
C10 -3.023409 2.308464 1.876152  0.45
C11 5.660854 -3.644123 -4.357257  -0.56
C12 -3.953744 1.712946 4.204953  -0.02
C13 -4.389208 1.945005 2.661215  -0.61
C14 -6.130415 -3.525406 4.551746  -0.47
C15 0.918373 -1.215971 -2.478730  -0.53
C16 1.915015 4.525011 0.515563  -0.81
C17 -0.441268 3.210455 0.468621  0.53
C18 6.115573 -2.669332 -8.271480  -0.47
C19 -2.296138 -0.239101 -4.978055  -0.61
C20 -1.101893 1.793476 0.295113  -0.27
C21 2.496749 -3.874308 -8.447480  -0.30
C22 4.034663 -8.291039 -4.005194  -0.53
C23 3.466532 4.269150 0.199389  0.28
C24 0.912153 3.565107 -0.290400  -0.26
C25 0.620550 -0.262368 0.031787  0.52
C26 -8.118542 4.168938 3.266671  -0.70
C27 4.840685 0.823446 -10.723426  -0.58
C28 7.825890 1.161718 -1.579947  -0.49
C29 -4.314714 0.257488 4.773295  -0.91
C30 0.817514 -1.548058 -0.914090  -0.39
H1 5.032375 -8.611076 -4.305500  0.22
H2 -6.058619 -1.667200 4.005392  0.28
H3 -9.024751 3.770052 3.728909  0.31
H4 0.206731 -0.528522 1.061351  0.37
H5 -8.370965 4.615955 2.305459  0.27
H6 1.502728 2.647486 -0.619983  -0.12
H7 -1.150645 0.118261 -1.289827  0.32
H8 -4.951313 1.068475 2.198675  0.52
H9 3.569403 -0.494623 3.217625  0.30
H10 3.914334 -2.948799 4.600310  0.23
H11 -2.581651 -1.063291 -5.635974  0.29
H12 -6.124466 0.700684 11.221765  0.29
H13 7.054294 2.364550 -0.270434  0.47
H14 3.355270 -4.353617 -6.775181  0.30
H15 -2.672067 -4.325590 0.297870  0.28
H16 -2.802888 1.820676 4.285794  0.45
H17 3.532333 -7.826774 -4.857560  0.24
H18 7.322760 1.630162 -2.429829  0.23
H19 -4.381101 2.500040 4.926027  -0.03
H20 -1.231685 -0.034264 -5.098253  0.22
H21 -7.673708 4.929456 3.913086  0.28
H22 5.596364 -3.422529 -3.288854  0.29
H23 6.496742 -4.320529 -4.549682  0.30
H24 -5.450022 0.163787 4.832663  0.33
H25 -6.597218 -1.537894 11.014568  0.25
H26 -3.575943 -0.343814 1.547218  0.46
H27 1.670726 4.557194 1.637839  0.45
H28 -1.598615 -5.381519 1.264686  0.34
H29 5.696790 0.342548 -9.050304  0.27
H30 -7.569143 -1.112634 9.584610  0.19
H31 8.822937 0.841652 -1.883472  0.26
H32 1.729610 -2.181321 -0.616237  0.53
H33 1.646915 0.255711 0.101826  -0.36
H34 3.259406 -7.082666 -2.699824  0.29
H35 4.418380 0.304714 -11.584354  0.23
H36 0.206126 1.315373 -1.542973  0.38
H37 -6.718616 -4.410058 4.307120  0.25
H38 5.545929 -3.537106 -7.927245  0.18
H39 -4.517102 0.217760 -0.383994  0.29
H40 -0.953274 -5.224300 -0.934011  0.27
H41 -5.111184 2.852986 2.652199  0.42
H42 2.072776 -4.393150 -9.307702  0.25
H43 1.095057 -2.228120 -3.012759  0.65
H44 -5.257195 2.399199 8.257974  0.20
H45 -2.867015 0.656587 -5.233244  0.27
H46 5.812035 -2.717055 -4.909926  0.13
H47 7.113240 -2.989377 -8.573012  0.30
H48 -0.063862 -0.816105 -2.939369  -0.08
H49 4.826881 -2.416529 3.167099  0.27
H50 0.607300 4.110282 -1.263164  0.44
H51 3.464459 -9.158400 -3.663802  0.28
H52 5.612576 -2.205747 -9.121111  0.20
H53 4.063048 1.427268 -10.248618  0.24
H54 -6.401042 3.763718 8.238058  0.34
H55 -4.328605 4.428813 4.110184  0.07
H56 -5.078183 -3.717198 4.326639  0.20
H57 -3.596261 -1.043403 -0.880145  0.27
H58 -0.101281 -2.255727 -0.792076  -0.02
H59 4.977387 -1.524920 4.711905  0.25
H60 -2.694944 -0.770303 4.283153  0.30
H61 7.255287 0.292821 -1.241107  0.22
H62 -1.964896 -0.769937 0.792093  -0.07
H63 -1.427159 -3.611418 1.353614  0.17
H64 5.337958 -1.459098 -6.967360  0.25
H65 -6.248357 -3.295341 5.613624  0.22
H66 -3.491248 -0.772508 -3.545482  0.26
H67 -8.064662 -0.529146 11.192148  0.27
H68 3.316418 -3.232777 -8.781129  0.05
H69 5.660771 1.464919 -11.055113  0.25
H70 -6.980462 2.738481 3.919117  0.22
H71 1.703135 5.599435 0.140835  0.44
H72 1.719527 -3.269704 -7.971503  0.19
H73 -6.996831 2.092326 8.468545  0.25
H74 4.340457 -5.066161 -4.287223  0.21
H75 -3.893153 0.219087 5.851282  0.29
H76 -7.283783 2.855282 6.320058  0.25
H77 -2.414368 5.835765 3.847517  0.16

Atoms 1-2, force components in eV/Å:
-0.860 0.199 1.006
0.161 -0.414 0.311

Summary:
Total charge = +1

=====

Record 3
Below is a structure of composition C4H6O2, with properties calculated with the ωB97M-V functional and the def2-TZVPD basis.

Each line ends with the Mulliken charge.
Positions of all 12 atoms, in Å:
O1 2.524397 -0.394118 -0.142320  -0.47
O2 -0.693038 1.041192 0.721970  -0.45
C1 1.645690 0.040592 0.567297  -0.19
C2 -0.416220 -0.402192 -0.814614  -0.56
C3 0.421864 0.660682 -0.094115  0.31
C4 -1.422250 -0.136796 0.310026  -0.34
H1 0.031968 -1.394018 -0.886824  0.25
H2 1.716984 -0.005673 1.672216  0.36
H3 -1.390156 -0.879057 1.114580  0.23
H4 -2.468161 0.044986 0.027060  0.27
H5 0.806532 1.499836 -0.679856  0.35
H6 -0.757606 -0.075435 -1.795415  0.24

Atoms 1-2, force components in eV/Å:
-0.372 0.181 0.549
0.181 -0.046 0.244

Summary:
Total charge = 0

=====

Record 4
Below is a structure of composition C22H52BFGaN2O6, with properties calculated with the ωB97M-V functional and the def2-TZVPD basis.

Each line ends with the Mulliken charge.
Positions of all 85 atoms, in Å:
Ga1 -3.800915 -1.814347 2.372955  -1.49
F1 -5.422822 0.692540 1.779975  -0.27
O1 6.288062 -2.824052 -0.986851  -0.34
O2 -2.059539 -4.360216 3.007509  -0.58
O3 -5.389510 -3.277733 5.427951  -0.61
O4 0.206192 3.430749 0.872310  -0.51
O5 -1.129683 6.078988 -2.716843  -0.35
O6 2.491730 -0.197642 -0.998416  0.04
N1 3.957256 -2.340047 -2.783455  -0.25
N2 1.316342 4.598075 -1.844185  -0.32
C1 2.904649 -1.388312 -3.120298  -1.28
C2 2.845424 -0.069500 -2.358379  -0.33
C3 -2.281301 -0.091762 0.422666  -0.92
C4 -0.917494 4.211009 0.525164  -0.63
C5 6.328787 -2.820026 -2.406067  -0.80
C6 1.806595 3.508319 -1.003173  -0.93
C7 -4.509888 -1.360798 4.289555  -0.29
C8 -0.142395 -1.769904 1.788210  0.82
C9 3.547226 -0.529012 -0.115119  -0.78
C10 5.314380 -1.861724 -2.989861  -0.19
C11 -5.501477 -2.353230 4.633698  -0.19
C12 -2.369598 -0.429064 1.920360  0.65
C13 -0.683492 7.343592 -2.283646  -0.70
C14 5.767796 -4.001761 -0.405549  -0.70
C15 -6.000312 -0.281326 0.911884  -0.59
C16 -0.233361 5.385715 -3.573629  -0.85
C17 -5.365783 -1.644670 1.026084  -0.69
C18 0.389156 4.190121 -2.888367  -0.07
C19 -0.995409 -0.734891 2.521603  -1.24
C20 -3.890606 -4.963378 1.455794  -1.08
C21 0.802793 2.707467 -0.185924  0.31
C22 1.051694 -2.241600 2.638422  -1.29
B1 -3.164687 -3.858962 2.327898  0.82
H1 -4.968246 -0.373333 4.196498  0.33
H2 0.908106 -3.265027 2.996505  0.35
H3 2.050950 0.527010 -2.816114  0.18
H4 0.865732 5.286894 -1.255845  0.19
H5 6.256828 -4.893528 -0.810495  0.34
H6 -2.716426 0.490235 2.411680  0.40
H7 1.195676 -1.573975 3.491987  0.35
H8 2.530510 3.937935 -0.305738  0.36
H9 -1.842542 0.913691 0.308288  -0.16
H10 -1.545432 4.290113 1.412200  0.34
H11 -0.642288 5.225038 0.212299  0.23
H12 -5.895113 0.148948 -0.088834  0.24
H13 1.349288 1.888295 0.284802  0.09
H14 3.288676 -0.134814 0.867600  0.37
H15 -0.426899 3.555619 -2.516757  0.15
H16 0.251568 -1.309268 0.875448  -0.12
H17 1.948184 -1.894055 -2.970487  0.40
H18 -1.502326 3.741033 -0.270932  0.24
H19 -0.743933 -2.624933 1.470379  0.04
H20 7.329823 -2.493527 -2.702749  0.40
H21 -0.811434 5.034242 -4.432967  0.39
H22 0.137687 7.275385 -1.561085  0.29
H23 -1.110879 -1.039223 3.573157  0.39
H24 -7.060212 -0.295917 1.184147  0.26
H25 -4.585821 -5.524788 2.091434  0.29
H26 -6.124617 -2.387594 1.286097  0.58
H27 6.171071 -3.830238 -2.797010  0.40
H28 1.977862 -2.246164 2.053722  0.16
H29 0.939563 3.611305 -3.638041  0.30
H30 -3.698429 -1.366675 5.022980  0.35
H31 2.357418 2.808334 -1.641301  0.22
H32 0.543505 6.064588 -3.940915  0.43
H33 0.034919 2.235541 -0.811353  0.21
H34 5.495315 -1.774394 -4.066481  0.37
H35 -1.636066 -0.780752 -0.127072  0.33
H36 -4.930508 -1.928198 0.061292  0.35
H37 -0.390724 0.191122 2.555731  0.33
H38 -0.352995 7.960177 -3.126493  0.34
H39 3.847639 -2.618468 -1.817356  0.07
H40 3.659084 -1.612801 -0.016732  0.09
H41 -1.806842 -3.739394 3.699739  0.31
H42 -4.474088 -4.536891 0.634492  0.26
H43 -3.182384 -5.688968 1.033593  0.27
H44 2.979323 -1.159991 -4.189521  0.44
H45 3.773933 0.509959 -2.454622  0.52
H46 4.686975 -4.101609 -0.551369  0.29
H47 5.498871 -0.874171 -2.543454  0.18
H48 -1.527528 7.833471 -1.801045  0.24
H49 5.967017 -3.946690 0.662931  0.24
H50 -6.450828 -2.282550 4.061706  0.31
H51 4.500221 -0.097060 -0.434722  0.39
H52 -3.278993 -0.066559 -0.021491  0.35

Atoms 1-2, force components in eV/Å:
0.076 -0.173 -0.132
-0.003 -0.067 -0.041

Summary:
Total charge = -1

=====

| no. | HOMO (eV) | DFT total energy (eV) |
| --- | --- | --- |
| 1 | -8.13 | -37014.02876 |
| 2 | -11.18 | -152433.25363 |
| 3 | -9.66 | -8338.45326 |
| 4 | -4.13 | -94691.51770 |